Record 1
89
Properties=species:S:1:pos:R:3:forces:R:3:lowdin_charge:R:1 method="wB97M-V/def2-TZVPD" total_charge=0 e_lumo_ha=0.0144 homo_energy_ev=-7.577 gap_ev=7.97 multiplicity=1
C 11.848 9.467 12.728 -2.115 0.102 -0.416 -0.193
C 11.945 10.473 13.899 1.974 -1.293 -0.963 -0.239
C 11.351 9.844 15.134 -2.388 0.114 0.502 -0.197
S 10.192 8.521 14.511 -1.700 1.741 -1.022 0.646
O 8.837 8.699 14.988 0.566 0.295 0.280 -0.338
O 10.730 7.212 14.582 1.238 -1.354 0.296 -0.314
C 10.285 9.114 12.810 1.622 0.613 0.026 -0.212
H 12.453 8.561 12.770 0.042 0.125 0.314 0.107
H 12.070 9.998 11.803 -0.010 -0.175 -0.062 0.107
H 11.410 11.337 13.507 0.004 0.183 0.723 0.116
H 13.002 10.705 14.034 -0.064 0.366 0.164 0.115
H 10.659 10.582 15.540 -0.245 -0.167 0.251 0.094
H 11.866 9.470 16.018 0.764 -0.135 -0.648 0.107
H 9.743 10.059 12.799 -0.062 0.078 0.112 0.094
H 9.810 8.508 12.038 0.371 -0.551 0.398 0.104
C 10.846 4.558 7.446 1.517 -0.199 0.240 -0.095
O 10.787 5.386 6.262 -0.536 -1.173 -1.161 -0.216
P 10.418 4.744 4.816 -1.954 0.208 0.104 0.490
O 10.806 5.555 3.628 -0.363 -1.173 1.918 -0.247
O 10.985 3.226 4.904 -0.792 1.990 0.313 -0.241
C 11.595 2.664 3.766 1.232 -0.388 -0.549 -0.114
O 8.768 4.548 4.882 0.461 0.369 -0.428 -0.242
C 7.986 3.535 5.578 1.863 -0.357 0.761 -0.085
H 11.823 4.076 7.479 0.421 0.361 -0.070 0.082
H 10.237 3.659 7.547 -1.030 0.650 -0.399 0.078
H 10.800 5.236 8.298 -0.419 -0.208 -0.126 0.093
H 10.888 2.082 3.175 0.115 -0.371 0.357 0.095
H 12.449 2.140 4.196 -0.292 -0.778 -0.423 0.093
H 12.063 3.358 3.069 -0.368 0.617 0.252 0.080
H 7.358 3.871 6.403 0.286 0.948 -0.117 0.084
H 8.781 2.938 6.025 -0.631 -0.796 0.125 0.058
H 7.314 2.918 4.981 0.505 0.324 -0.780 0.084
C 22.723 3.056 4.727 1.146 0.833 -0.288 -0.133
O 21.382 2.841 4.848 -3.981 -1.300 -1.033 -0.233
P 20.239 2.816 3.691 -0.596 0.572 0.804 0.516
O 20.133 4.063 2.868 0.413 -2.542 0.859 -0.246
O 20.358 1.315 2.989 0.222 2.872 0.600 -0.242
C 19.811 1.127 1.678 0.494 -1.478 -0.542 -0.108
O 18.939 2.616 4.645 2.700 1.948 -1.599 -0.216
C 18.736 1.444 5.340 -2.500 -0.796 1.559 -0.158
H 22.915 3.688 5.594 0.905 -0.148 -0.108 0.097
H 22.909 3.622 3.814 0.491 -0.013 -0.019 0.091
H 23.250 2.103 4.739 0.296 0.188 0.047 0.094
H 20.625 0.954 0.974 0.221 0.317 0.050 0.083
H 19.159 1.877 1.230 -0.047 0.235 0.744 0.092
H 19.339 0.148 1.759 -0.529 0.218 -0.211 0.087
H 18.363 1.678 6.337 0.073 0.558 0.226 0.085
H 19.513 0.722 5.592 0.370 0.112 -1.196 0.097
H 17.818 1.124 4.848 0.329 -1.578 0.103 0.096
N 8.581 3.840 11.953 -1.311 -0.855 -0.560 -0.006
C 9.064 2.585 11.681 -1.567 0.249 -1.349 -0.135
C 8.090 1.915 10.885 1.958 0.298 2.274 -0.117
C 6.948 2.752 10.809 0.531 0.833 0.201 -0.125
C 7.269 3.951 11.430 1.315 -0.432 1.096 -0.119
H 9.007 4.407 12.672 -0.302 0.287 -0.331 0.139
H 10.054 2.343 12.039 -0.144 -0.360 -0.182 0.100
H 8.235 0.854 10.746 -0.421 0.070 -0.687 0.080
H 5.992 2.516 10.366 0.126 0.056 -0.032 0.087
H 6.698 4.812 11.745 -0.146 -0.093 -0.440 0.098
N 2.141 9.728 10.125 -0.395 -1.454 1.460 -0.006
C 2.401 8.378 10.347 1.345 0.167 -1.804 -0.102
C 2.995 7.932 9.144 -1.157 -1.508 1.653 -0.132
C 2.919 8.930 8.205 -0.023 1.818 -0.561 -0.133
C 2.431 10.046 8.854 0.164 0.754 -1.036 -0.162
H 1.755 10.328 10.841 0.101 0.017 -0.400 0.148
H 2.213 7.830 11.258 0.006 0.426 0.010 0.096
H 3.329 6.940 8.877 -0.082 -0.129 0.487 0.089
H 3.162 8.882 7.154 0.198 0.010 0.168 0.096
H 2.328 11.059 8.495 -0.150 -0.105 0.026 0.107
N 17.480 7.009 12.316 0.460 0.431 -1.427 -0.020
C 17.277 6.273 11.186 -1.358 -1.534 1.422 -0.105
C 16.198 5.414 11.561 0.745 -0.395 -2.899 -0.137
C 15.621 5.764 12.780 2.714 1.022 0.193 -0.088
C 16.529 6.747 13.205 -1.589 0.514 2.738 -0.182
H 18.316 7.568 12.407 -0.583 0.270 0.408 0.154
H 17.904 6.501 10.337 -0.209 -0.748 -0.110 0.102
H 15.910 4.533 11.008 -0.210 0.269 -0.427 0.082
H 14.878 5.218 13.341 -0.005 0.389 -0.071 0.095
H 16.509 7.343 14.104 0.011 -0.201 0.175 0.102
N 14.641 7.664 1.749 -0.430 -1.775 -1.215 -0.010
C 15.308 6.829 0.869 0.865 0.454 0.098 -0.127
C 16.682 7.109 0.953 -1.864 -1.353 -0.732 -0.117
C 16.776 8.059 1.925 -0.026 2.729 2.484 -0.151
C 15.517 8.407 2.465 1.451 -0.289 -1.296 -0.120
H 13.636 7.564 1.754 0.148 0.526 0.705 0.147
H 14.775 6.090 0.289 -0.043 0.187 0.026 0.097
H 17.501 6.648 0.420 -0.227 -0.011 -0.021 0.094
H 17.661 8.599 2.228 0.158 -0.238 0.052 0.087
H 15.245 9.196 3.152 -0.073 -0.260 -0.065 0.101


Record 2
87
Properties=species:S:1:pos:R:3:forces:R:3:lowdin_charge:R:1 method="wB97M-V/def2-TZVPD" total_charge=-1 e_lumo_ha=0.0881 homo_energy_ev=-2.404 gap_ev=4.80 multiplicity=1
Tl -0.006 -0.230 0.530 1.342 1.468 1.485 0.852
N 1.493 -2.684 2.536 0.052 -0.731 1.055 0.063
N 1.336 -2.455 -1.041 -1.969 -0.201 -2.840 -0.117
C 2.033 2.338 0.242 -0.008 -0.582 0.904 -0.306
C 3.023 1.349 0.509 -1.167 0.006 0.765 -0.285
C 2.862 0.921 1.860 -0.814 0.874 -0.628 -0.284
C 3.594 -0.168 2.546 0.310 -0.460 0.374 -0.081
H 4.559 -0.350 2.054 -0.076 -0.111 0.142 0.063
H 3.013 -1.113 2.568 0.437 0.447 0.014 0.040
H 3.806 0.115 3.589 0.080 -0.135 -0.140 0.067
C 1.811 1.681 2.440 0.432 0.173 -1.239 -0.331
C 1.323 1.556 3.834 0.054 0.065 0.501 -0.080
H 1.922 2.184 4.516 -0.174 -0.092 0.108 0.069
H 1.401 0.521 4.206 -0.124 0.221 -0.092 0.066
H 0.279 1.890 3.927 0.114 -0.131 0.058 0.054
C 1.321 2.580 1.453 0.547 -0.928 -0.071 -0.337
C 0.284 3.614 1.678 -0.166 0.351 0.149 -0.087
H -0.574 3.221 2.247 -0.003 0.130 -0.109 0.050
H -0.077 4.038 0.732 -0.091 -0.073 0.111 0.057
H 0.691 4.456 2.262 -0.203 -0.015 -0.043 0.071
C 4.076 0.896 -0.428 0.431 -0.149 -0.245 -0.078
H 4.982 1.521 -0.337 -0.049 -0.180 -0.148 0.072
H 3.747 0.961 -1.475 0.076 -0.064 0.089 0.047
H 4.373 -0.141 -0.223 0.000 0.125 -0.148 0.059
C 1.780 3.002 -1.061 0.055 0.426 -0.366 -0.082
H 0.711 3.236 -1.192 0.254 0.009 -0.037 0.059
H 2.076 2.365 -1.909 -0.053 0.150 0.117 0.055
H 2.341 3.949 -1.145 -0.146 -0.063 -0.234 0.070
C 0.853 -3.138 3.608 -0.328 -0.437 -0.790 -0.175
H 1.231 -2.826 4.587 -0.111 0.079 -0.280 0.100
C -0.262 -3.985 3.531 0.103 0.043 0.636 -0.145
H -0.727 -4.324 4.453 -0.087 0.054 -0.181 0.073
C -0.700 -4.417 2.273 0.467 0.116 -0.573 -0.135
H -1.563 -5.083 2.181 0.244 0.165 0.039 0.092
C 0.015 -4.033 1.147 -0.405 0.164 0.460 -0.060
H -0.227 -4.371 0.138 -0.103 -0.016 0.295 0.095
C 1.133 -3.150 1.306 -0.001 0.519 -0.769 -0.367
C 1.871 -2.632 0.227 0.536 -0.328 1.877 -0.192
H 2.868 -2.212 0.390 -0.606 0.235 0.018 0.098
C 0.563 -1.359 -1.429 3.158 -0.960 -1.017 -0.177
C 1.630 -3.237 -2.179 -0.018 0.620 1.151 -0.032
H 2.090 -4.202 -2.100 0.114 -0.074 0.094 0.117
C 1.264 -2.526 -3.243 0.207 0.623 -0.743 -0.081
H 1.380 -2.754 -4.288 -0.130 0.051 0.012 0.110
N 0.756 -1.297 -2.786 -0.726 -1.311 0.220 -0.027
C 0.596 -0.135 -3.590 -0.440 0.518 -0.144 -0.120
C 1.647 0.271 -4.433 -0.614 0.438 0.127 -0.191
C 1.474 1.431 -5.202 -0.312 -0.227 0.158 -0.008
H 2.279 1.744 -5.872 -0.218 -0.091 0.206 0.114
C 0.307 2.199 -5.122 -0.056 -0.231 0.389 -0.271
C 0.103 3.408 -5.997 -0.036 0.183 -0.117 -0.063
H -0.429 4.201 -5.453 0.178 -0.171 -0.139 0.078
H -0.504 3.154 -6.880 0.155 0.042 0.214 0.080
H 1.059 3.808 -6.358 -0.212 -0.060 0.111 0.074
C -0.685 1.815 -4.213 0.354 -0.372 -0.156 -0.004
H -1.578 2.435 -4.094 0.221 -0.224 -0.068 0.122
C -0.570 0.634 -3.464 0.371 0.214 -0.401 -0.188
C -1.686 0.219 -2.562 -0.711 0.091 0.147 -0.064
H -1.663 -0.847 -2.306 -0.013 0.381 -0.072 0.072
H -2.646 0.438 -3.053 0.175 -0.055 0.128 0.086
H -1.679 0.802 -1.627 0.076 -0.233 -0.158 0.052
C 2.946 -0.460 -4.480 0.682 -0.041 -0.346 -0.042
H 2.828 -1.495 -4.817 0.222 0.320 0.092 0.061
H 3.462 -0.465 -3.509 -0.272 -0.090 -0.137 0.092
H 3.604 0.051 -5.192 -0.041 -0.132 0.126 0.078
C -3.959 -3.024 1.150 -0.068 -0.018 -0.062 -0.163
C -4.207 -1.530 0.898 -0.863 0.509 0.214 -0.428
P -2.789 -0.412 1.248 0.367 -0.832 -0.493 0.812
C -3.352 1.337 1.014 -0.129 0.002 0.014 -0.403
C -4.334 1.965 2.004 -0.266 0.449 -0.020 -0.169
C -2.379 -0.721 3.019 0.123 0.239 0.229 -0.410
C -3.150 0.060 4.082 -0.031 -0.065 0.536 -0.158
H -4.845 -3.597 0.852 0.058 0.101 0.030 0.065
H -3.120 -3.412 0.565 0.027 0.194 0.130 0.062
H -3.774 -3.257 2.203 0.053 0.130 -0.136 0.057
H -4.432 -1.386 -0.174 -0.003 0.037 0.364 0.072
H -5.081 -1.181 1.473 -0.070 -0.296 -0.208 0.067
H -2.439 1.959 0.956 -0.193 -0.330 0.040 0.059
H -3.789 1.373 0.001 0.161 -0.198 0.216 0.072
H -3.813 2.378 2.877 -0.287 -0.271 -0.234 0.056
H -4.852 2.813 1.535 0.075 -0.131 0.010 0.066
H -5.110 1.258 2.327 0.236 0.207 0.012 0.058
H -2.478 -1.803 3.198 0.051 0.281 -0.246 0.063
H -1.298 -0.506 3.127 -0.367 -0.088 -0.075 0.036
H -4.240 -0.016 3.955 0.303 0.101 0.006 0.061
H -2.924 -0.333 5.085 0.021 0.027 -0.238 0.071
H -2.855 1.119 4.095 -0.161 -0.381 -0.035 0.057